# C9H19N3O4

An isolated molecule of C9H19N3O4 in a non-equilibrium geometry (wB97M-V/def2-TZVPD, OMol25).

Geometry as XYZ:
```
35
Properties=species:S:1:pos:R:3:forces:R:3:nbo_charge:R:1
C -3.2068 0.2461 0.4703 0.1559 0.7263 1.7569 -0.236
C -2.3381 -0.7278 -0.2268 2.2146 -1.5962 -0.7712 0.682
C -4.6620 -0.3030 0.5903 2.0272 -2.4644 -2.4547 -0.108
C -0.0023 0.2130 0.4920 -4.0590 1.8505 1.4628 -0.165
C 0.2006 1.6702 0.1118 1.3008 0.6473 -2.1440 0.756
C 1.2120 -0.4408 0.9036 2.9546 -0.6332 -0.2880 -0.382
C 2.1166 -0.7405 -0.3206 0.5179 3.0253 2.7766 -0.440
C 3.4050 -1.3492 -0.0079 1.3882 -3.3312 0.5280 -0.372
C 4.6525 -0.3875 0.0112 -2.2631 -2.2862 -1.4296 -0.215
H -4.0163 1.0162 -0.6048 0.3816 3.8746 -2.1801 0.418
H -3.3803 2.3896 0.2475 -0.1341 -0.5874 0.1311 0.379
H -2.9300 0.3373 1.4945 0.8862 0.1322 0.9586 0.227
H -5.1582 0.2642 1.3178 -1.1228 0.2862 0.9763 0.200
H -4.4436 -1.4554 0.7433 -1.3062 2.2994 0.2829 0.221
H -4.7539 -0.7805 -1.1649 0.2199 -0.9687 -1.5312 0.485
H -0.7900 -1.1248 -1.1086 2.0358 -1.4468 -1.5260 0.416
H -0.4337 0.3080 1.5393 -0.7554 0.0459 -1.2798 0.234
H 1.7289 0.2466 1.7127 -0.8342 -1.5849 -1.7627 0.256
H 0.8608 -1.3728 1.3317 0.4898 -0.3675 0.4789 0.209
H 1.7134 -1.2743 -1.0768 -2.2310 -1.7467 -2.0646 0.202
H 2.4047 0.1996 -0.7577 -0.7638 0.6463 -0.2225 0.199
H 3.2781 -1.9949 0.9845 0.8031 1.3912 -1.8053 0.198
H 3.5195 -2.1561 -0.8340 0.5488 1.1911 1.3354 0.197
H 4.6628 0.0717 0.9200 0.2651 0.9539 3.0147 0.165
H 5.4335 -1.1774 0.0017 0.4736 1.2342 -0.7468 0.189
H 5.4251 1.2654 -0.8452 -1.7204 0.0490 -0.7516 0.385
H 3.7256 0.9995 -1.3641 -0.3935 0.6689 -0.1201 0.386
H -1.3172 1.6342 -1.0053 0.6816 1.5532 0.2479 0.516
N -3.1243 1.5666 -0.3028 -2.0461 -3.3884 -0.0410 -0.869
N -0.9614 -0.5156 -0.3799 -1.6722 1.9823 2.4680 -0.638
N 4.5732 0.6902 -0.9727 3.6834 -1.5485 0.5203 -0.893
O -2.7317 -1.7603 -0.7806 -0.9614 1.1851 0.3456 -0.630
O -5.2855 -0.1149 -0.7531 0.3277 0.0717 2.6289 -0.705
O 1.1694 2.2890 0.4280 1.4679 0.1646 1.9114 -0.595
O -0.5464 2.2687 -0.7944 -2.5604 -2.0288 -0.7051 -0.671
```
Forces are in eV/Å.

Frontier orbital gap, Eh: 0.332
SMILES string: NCCCC[C@H](NC(=O)[C@@H](N)CO)C(=O)O
Multiplicity: 1
E_LUMO, eV: 0.39

---

# C9H19N5O4

An isolated molecule of C9H19N5O4 in a non-equilibrium geometry (wB97M-V/def2-TZVPD, OMol25).

Geometry as XYZ:
```
37
Properties=species:S:1:pos:R:3:forces:R:3:nbo_charge:R:1
C -0.4374 1.7108 -0.2626 2.8976 -0.0779 -1.1169 -0.133
C -1.8444 1.4466 -0.0036 -2.7688 -1.5395 1.1845 0.653
C 0.3809 0.3966 -0.4110 1.2351 1.0867 2.9620 -0.422
C 1.9109 0.4412 -0.5962 2.0677 -0.6223 1.0228 -0.405
C 2.5569 -1.0576 -0.6645 -2.5654 1.3879 1.8167 -0.205
C 4.6829 -0.4925 0.1584 1.8650 -3.2214 3.4356 0.595
C -3.7207 -0.1847 0.2539 2.2739 0.3839 -1.8974 -0.194
C -3.3313 -1.2231 1.2529 -2.4344 1.6610 -2.1444 0.784
C -4.6257 -0.4208 -0.9506 -1.9549 2.6924 0.4198 -0.044
H 0.0171 2.6393 1.6314 0.2123 0.2408 -2.3415 0.382
H 0.1118 3.6140 0.1350 0.4190 -1.8515 1.8938 0.380
H -0.5543 2.2153 -1.2316 0.6594 -0.1042 -0.2063 0.214
H 0.1276 -0.1711 0.5357 0.5549 0.2343 -0.9013 0.201
H 0.0391 -0.1406 -1.2064 -1.1955 -1.6822 -2.3244 0.186
H 2.2731 0.8313 -1.5815 -0.6571 0.3852 0.8973 0.211
H 2.4643 0.9813 0.3000 -1.3043 -0.8655 -2.0741 0.244
H 2.0332 -1.6172 -1.4298 0.3538 -0.0414 -0.5337 0.201
H 2.1900 -1.5805 0.3101 1.1499 0.5979 -1.1240 0.157
H 4.4582 -1.8146 -1.1417 -0.5332 -0.5171 -0.3317 0.396
H 5.1492 1.3404 -0.0263 -1.2549 -0.1269 0.5495 0.352
H 4.5334 -2.1820 1.3235 0.2162 -0.2947 0.5799 0.365
H 5.8333 -1.0761 1.5255 1.2647 0.3282 2.3951 0.388
H -1.5944 -0.3211 -0.6638 -1.5800 -1.3794 0.4002 0.410
H -4.0674 0.6439 0.8650 -0.1237 0.4262 -0.7434 0.269
H -5.6465 -0.4720 -0.5107 0.3416 -0.0751 -0.5815 0.182
H -4.5693 0.6353 -1.5287 -0.1366 -2.3280 1.0635 0.169
H -3.6340 -1.4562 -2.2850 -1.4767 -0.1270 0.9298 0.469
H -3.2646 -1.3283 3.0962 -0.2307 0.0326 0.1801 0.494
N 0.3021 2.6563 0.5957 -1.4635 1.6871 0.0985 -0.834
N 3.9834 -0.9628 -0.8952 -0.8091 0.1049 -1.8042 -0.666
N 4.9851 0.5961 0.6774 1.2897 3.1572 -1.2978 -0.732
N 5.2597 -1.5956 0.9497 -2.0376 0.1930 -3.1518 -0.867
N -2.3941 0.2076 -0.3138 2.2297 1.6099 -0.2035 -0.660
O -2.5616 2.2635 0.4960 -0.7604 2.0950 0.9646 -0.620
O -2.9269 -2.2782 0.9532 1.6199 -2.9324 0.3341 -0.573
O -4.4981 -1.5215 -1.7810 2.0484 -0.0936 -0.8662 -0.691
O -3.6217 -0.7229 2.4244 0.5880 -0.4242 2.5165 -0.658
```
Forces are in eV/Å.

Frontier orbital gap, Eh: 0.359
SMILES string: [H]/N=C(/N)NCCC[C@H](N)C(=O)N[C@@H](CO)C(=O)O
Multiplicity: 1
E_LUMO, eV: 0.36

---

# C9H19N6O3SV

A structure of composition C9H19N6O3SV in a non-equilibrium geometry (wB97M-V/def2-TZVPD, OMol25).

Geometry as XYZ:
```
39
Properties=species:S:1:pos:R:3:forces:R:3:lowdin_spin:R:1
V -0.3119 1.1974 0.0784 1.4853 -1.9857 -0.4125 1.271
S 1.2219 0.4348 2.1049 -0.0759 0.2640 -0.0530 0.000
C 0.3767 1.8010 2.5573 0.2668 -0.0664 0.1336 0.018
N 0.6613 2.5254 3.6816 0.0146 -0.1648 -0.0896 0.001
C 0.0285 3.6723 3.9928 0.0386 0.0695 0.1021 0.025
C -0.9437 4.1437 3.1677 -0.1197 0.1432 0.0020 -0.001
C -1.2272 3.3900 2.0242 -0.1779 0.0943 -0.1265 0.023
N -0.6098 2.2631 1.7355 -0.0439 0.6375 1.3881 0.001
H 1.4159 2.1763 4.2593 -0.0172 0.0183 0.0156 0.000
H 0.3453 4.1711 4.8979 0.0017 -0.0142 -0.0042 0.001
H -1.4589 5.0683 3.3746 0.0024 -0.0331 0.0046 -0.001
H -1.9739 3.7162 1.3086 0.0233 0.0301 -0.0293 0.001
O -1.7131 3.0815 -1.6651 0.6152 0.0336 0.3909 -0.165
N -0.8717 2.4615 -1.0173 -1.1828 0.8372 -1.7479 -0.146
O 0.3849 2.8782 -0.8151 -0.2955 0.1181 0.4120 -0.067
N 0.9119 0.2233 -1.5134 0.0513 -0.0019 0.0585 0.000
H 1.3121 -0.6690 -1.2432 0.0091 -0.0255 -0.0852 0.000
H 1.6846 0.8771 -1.6175 -0.0313 0.0279 -0.0454 0.001
H 0.5021 0.1202 -2.4360 -0.0538 -0.0063 0.0213 0.001
C -4.5040 -0.3753 -1.3079 -0.0130 -0.0163 0.0883 0.000
N -3.5467 -0.2270 -0.2108 -0.0350 -0.0015 -0.0416 0.003
C -3.5687 1.0797 0.4338 -0.0174 0.0084 -0.1137 0.002
C -2.4390 -0.9942 -0.1087 0.1084 0.0520 -0.0178 0.007
O -1.3374 -0.5038 0.2858 -0.5001 0.0539 0.1195 0.018
N -2.5053 -2.3010 -0.4114 -0.0361 -0.0668 -0.0262 0.005
C -1.2779 -3.0672 -0.5758 -0.0437 -0.0352 0.0005 0.000
C -3.7219 -3.0967 -0.2741 0.0441 0.0457 -0.0256 0.001
H -4.4953 0.5395 -1.9031 0.0023 0.0115 0.0169 0.000
H -5.5147 -0.5397 -0.9329 0.0088 -0.0127 0.0088 0.000
H -4.2234 -1.1981 -1.9555 0.0255 -0.0495 0.0004 0.000
H -4.5876 1.2941 0.7543 -0.0261 -0.0180 -0.0189 0.000
H -3.2454 1.8657 -0.2571 -0.0129 0.0032 0.0129 0.001
H -2.9311 1.0676 1.3124 -0.0167 -0.0414 0.0665 0.000
H -0.4473 -2.3974 -0.7604 0.0279 0.0237 -0.0040 0.000
H -1.3892 -3.7422 -1.4241 -0.0234 -0.0095 0.0065 0.000
H -1.0636 -3.6576 0.3169 0.0050 0.0174 0.0167 0.000
H -4.4884 -2.5318 0.2469 -0.0152 0.0436 -0.0064 0.000
H -3.4860 -3.9810 0.3186 0.0000 0.0048 0.0069 0.000
H -4.1069 -3.4252 -1.2397 0.0076 0.0111 -0.0246 0.000
```
Forces are in eV/Å.

Frontier orbital gap (alpha / beta), Eh: 0.255 / 0.199
Multiplicity: 2
Total charge: +1
E_LUMO (alpha / beta), eV: -3.94 / -4.00

---

# C9H19NS2

An isolated molecule of C9H19NS2 in a non-equilibrium geometry (wB97M-V/def2-TZVPD, OMol25).

Geometry as XYZ:
```
31
Properties=species:S:1:pos:R:3:forces:R:3:nbo_charge:R:1
C 4.1273 -0.3222 -1.0074 -0.6190 0.7944 3.5883 -0.411
C 3.4565 0.4018 1.3156 -0.4728 0.0756 -1.2952 -0.418
C 1.8302 0.6090 -0.5800 1.2019 -0.9627 0.2341 -0.219
C 1.0697 -0.6221 -0.1651 -2.2545 -1.0574 0.5447 -0.412
C -0.4626 -0.7097 -0.5891 0.9763 0.0191 -1.1139 -0.382
C -1.3492 0.1821 0.2312 -0.2378 0.7065 0.7296 -0.402
C -2.8407 0.0707 -0.1147 -0.3899 -0.1473 -2.7845 -0.250
C -3.6077 -1.0280 0.5833 -1.2986 -1.3705 -0.5693 -0.484
C -3.6184 1.3802 0.0586 0.0100 -1.0797 0.6552 -0.515
H 3.8843 -1.3885 -0.8675 0.3477 0.0883 -0.0711 0.167
H 5.1214 -0.0566 -0.5749 -0.3609 -0.7044 -1.0024 0.203
H 3.9939 -0.0626 -2.0226 0.0921 0.4701 -1.0369 0.199
H 2.9586 1.1932 1.8472 -0.3983 0.5838 0.0727 0.196
H 3.0777 -0.5180 1.7610 0.2977 -0.4492 -0.0294 0.165
H 4.5034 0.5515 1.4905 0.6367 -0.2820 0.2808 0.201
H 1.3593 1.4320 -0.0806 -0.1870 0.8674 0.0254 0.188
H 1.8289 0.7480 -1.6672 -0.0781 0.1284 0.1772 0.193
H 1.4823 -1.5675 -0.5191 0.5317 0.1836 0.0135 0.205
H 1.0739 -0.6358 0.9515 0.0399 -0.2737 -0.6969 0.191
H -0.8461 -1.7394 -0.4952 0.4246 0.1574 -0.0362 0.201
H -0.5632 -0.4453 -1.6877 0.1259 -0.2444 1.0730 0.196
H -1.2282 -0.1216 1.3020 0.0542 0.6215 -0.5789 0.202
H -1.0089 1.2380 0.0690 -0.3593 -0.7230 0.5017 0.206
H -2.9597 -0.1389 -1.2469 0.4700 0.1286 1.4942 0.211
H -3.6625 -0.8403 1.6555 0.1745 -0.3000 0.0527 0.212
H -3.3511 -2.1134 0.3260 0.2241 1.6340 0.5603 0.241
H -3.6113 1.6472 1.0942 0.1757 0.3682 0.7904 0.203
H -3.1556 2.1720 -0.4965 -0.0380 0.4087 -0.5553 0.233
N 3.2428 0.5501 -0.1321 -0.0693 -0.1123 -1.0634 -0.439
S -5.3852 -0.9995 -0.0638 1.1399 0.9991 0.2555 0.045
S -5.3601 1.1335 -0.3754 -0.1591 -0.5284 -0.2158 0.069
```
Forces are in eV/Å.

Frontier orbital gap, Eh: 0.311
SMILES string: CN(C)CCCCC1CSSC1
Multiplicity: 1
E_LUMO, eV: 0.59

---

# C9H19O2PRb

A structure of composition C9H19O2PRb in a non-equilibrium geometry (wB97M-V/def2-TZVPD, OMol25).

Geometry as XYZ:
```
32
Properties=species:S:1:pos:R:3:forces:R:3:nbo_charge:R:1
C 5.2705 -1.2871 0.8983 0.0268 -0.0936 -0.2135 -0.360
C 4.9977 -0.8143 -0.3481 -0.1603 -0.1691 0.1450 -0.274
C 4.0690 0.3234 -0.6258 2.4700 1.6139 -0.0790 0.754
O 4.3985 1.4867 -0.6726 -0.7612 -0.2175 0.2236 -0.577
O 2.8165 -0.1157 -0.8501 0.2744 0.1782 0.5775 -0.493
C 1.8133 0.8788 -0.6951 -1.2850 -0.8334 -0.1361 -0.069
C 0.6234 0.2377 0.0265 0.0980 0.8941 0.2702 -0.419
C -0.6581 1.0685 -0.2155 0.5325 -0.5847 0.9386 -0.403
C -1.6998 0.7542 0.9379 0.1825 0.2668 -1.4997 -0.403
C -3.1616 0.8415 0.4432 -0.0073 0.0466 0.9290 -0.424
C -3.8758 -0.5081 0.3946 0.0000 0.1042 -0.2447 -0.750
P -3.1734 -1.7497 -0.8711 -0.3236 -0.2614 -0.1654 0.652
H 5.7794 -0.7320 1.6805 -1.7497 0.8282 0.6694 0.214
H 5.0478 -2.3232 1.1354 1.8247 -0.6193 -0.6008 0.210
H 5.5038 -1.2342 -1.2159 -1.5101 -1.3119 -0.3327 0.239
H 1.4544 1.2039 -1.6697 0.3732 0.2515 -0.2051 0.191
H 2.1486 1.7198 -0.0949 0.4460 0.1928 -0.2878 0.183
H 0.5013 -0.8109 -0.2239 -0.1088 -0.0601 -0.2196 0.246
H 0.8314 0.2742 1.1015 0.0829 -0.2615 0.1047 0.178
H -0.3258 2.1359 -0.2133 -0.6246 -1.4958 -1.4806 0.129
H -1.0622 0.8502 -1.1973 -0.1934 0.0516 -0.0722 0.242
H -1.4806 -0.2575 1.2600 -0.0046 -0.0455 0.3095 0.237
H -1.5230 1.4321 1.7940 -0.9437 -1.8253 -0.3287 0.133
H -3.2174 1.3505 -0.5187 0.0498 -0.0317 -0.1645 0.207
H -3.7066 1.4717 1.1484 -0.1759 0.1486 -0.0842 0.211
H -3.9254 -0.9795 1.3788 0.1913 0.0352 0.1435 0.211
H -4.9083 -0.3077 0.1007 -0.1329 -0.1945 -0.0789 0.225
H -3.7129 -0.9470 -1.9314 0.1466 0.0420 0.0369 -0.044
H -3.9390 -2.8122 -0.3126 -0.0314 0.1441 0.0618 -0.012
H -1.8451 -1.5958 -0.3692 -0.0293 0.0267 -0.0458 -0.070
H -2.6651 -2.6802 -1.8684 0.1047 0.0673 -0.0173 -0.152
Rb -0.3754 3.1260 1.5936 1.2387 3.1138 1.8470 0.988
```
Forces are in eV/Å.

Frontier orbital gap, Eh: 0.255
Multiplicity: 1
Total charge: +1
E_LUMO, eV: -3.81

---

# C9H20

A cluster of 3 separate species, C9H20 in total in a non-equilibrium geometry (wB97M-V/def2-TZVPD, OMol25).

Geometry as XYZ:
```
29
Properties=species:S:1:pos:R:3:forces:R:3:nbo_charge:R:1
C 1.0989 -0.4309 0.2587 0.8444 0.2787 -0.4228 0.035
C -1.3982 -0.0644 0.5815 -2.9417 1.5957 -0.3889 -0.149
C -0.9034 0.8820 -0.2947 2.2541 -0.6102 -0.0656 0.177
C 1.1920 -1.5830 -0.7158 -0.0583 -0.0116 -0.0242 -0.674
C 2.1184 0.6394 -0.0671 0.0513 -0.1045 0.0226 -0.663
C 1.2392 -0.8737 1.6986 -0.2470 0.0788 -0.0152 -0.673
C -1.8840 -1.4446 0.2788 -0.0797 -0.0780 -0.0061 -0.661
C -1.0179 0.7699 -1.7840 0.2162 -0.1446 0.2831 -0.684
C -0.5645 2.2579 0.2068 0.1020 -0.4147 -0.0773 -0.670
H -1.3051 0.1726 1.6343 0.0759 0.0057 0.0116 0.219
H -2.7640 0.8991 0.2174 0.1661 -0.9646 0.8275 -0.115
H 3.1384 0.2233 0.0002 -0.0592 -0.0071 -0.0140 0.194
H 1.0963 -0.0442 2.3960 0.0050 0.0007 0.0134 0.208
H 0.9145 -1.2936 -1.7313 -0.0092 0.0285 -0.0322 0.208
H 0.5774 -2.4364 -0.4281 -0.0653 0.0434 0.0040 0.206
H 2.2269 -1.9612 -0.7738 -0.0334 0.1067 0.0558 0.198
H 2.0099 1.0294 -1.0819 -0.0290 0.0129 -0.0136 0.201
H 2.0819 1.4763 0.6318 -0.0479 0.0181 -0.0059 0.206
H 2.2495 -1.2764 1.8839 -0.0690 0.0955 -0.1097 0.206
H 0.5429 -1.6698 1.9689 -0.0540 0.0197 0.0027 0.202
H -1.8700 -1.6848 -0.7812 0.0245 0.0263 -0.0038 0.217
H -2.9121 -1.5372 0.6341 0.1342 -0.0631 -0.0039 0.241
H -1.2808 -2.1811 0.8090 0.0278 -0.0240 -0.0097 0.219
H -1.4045 2.9251 0.0054 -0.1375 0.0088 -0.0127 0.232
H -0.0398 0.9564 -2.2318 -0.0141 0.0328 -0.0772 0.226
H -1.7028 1.5350 -2.1541 -0.0757 0.0542 0.0322 0.233
H -1.3739 -0.2003 -2.1176 0.0008 -0.0171 0.0013 0.220
H 0.3040 2.6492 -0.3216 0.0043 0.0453 0.0139 0.224
H -0.3690 2.2661 1.2778 0.0145 -0.0124 0.0150 0.219
```
Forces are in eV/Å.

Frontier orbital gap (alpha / beta), Eh: 0.263 / 0.267
Multiplicity: 1
E_LUMO (alpha / beta), eV: 0.81 / 0.65

---

# C9H20BaClN5O6

A structure of composition C9H20BaClN5O6 (wB97M-V/def2-TZVPD, OMol25).

Geometry as XYZ:
```
42
Properties=species:S:1:pos:R:3:forces:R:3:nbo_charge:R:1
Ba -0.0238 -0.0364 -0.0471 0.3289 0.3326 -0.3998 1.851
C -0.8796 4.9309 -0.4544 0.0306 -0.0215 0.0596 -0.699
C -0.4140 3.5192 -0.6568 0.0237 -0.0761 -0.0727 0.280
N -0.0306 2.7704 0.3283 -0.0555 -0.2193 0.0654 -0.321
O -0.1103 3.3639 1.6203 -0.0177 0.0379 -0.0962 -0.593
C -0.4176 2.9382 -1.9994 -0.1101 0.2258 -0.0099 -0.015
C -0.8552 3.6548 -3.2389 0.0580 -0.0947 -0.0778 -0.660
N -0.0871 1.6734 -2.0531 0.0167 0.0201 0.1282 -0.169
O -0.0956 1.0411 -3.1630 0.0075 -0.1010 0.1342 -0.581
H -0.4495 5.3457 0.4532 -0.0072 0.0180 -0.0152 0.242
H -1.9693 4.9600 -0.3707 0.0029 -0.0126 -0.0012 0.237
H -0.6054 5.5518 -1.3014 0.0252 0.0126 -0.0027 0.234
H -1.0480 3.5393 1.7768 0.0066 -0.0273 0.0516 0.457
H -1.0740 4.7060 -3.0788 -0.0035 0.0147 0.0206 0.203
H -1.7467 3.1734 -3.6500 0.0089 -0.0068 -0.0012 0.230
H -0.0884 3.5673 -4.0114 0.0078 0.0076 0.0055 0.233
C 1.0990 -3.1428 1.1633 -0.0707 -0.0179 0.0267 -0.413
N 2.5399 -3.1888 1.0358 0.0013 0.0060 0.0158 -0.440
C 3.2180 -3.6783 2.2280 0.0089 -0.0108 0.0099 -0.412
C 3.1555 -2.3007 0.1951 0.0641 -0.0270 -0.0456 0.640
N 2.4977 -1.3074 -0.3209 -0.0253 -0.0209 0.0737 -0.920
N 4.4933 -2.5460 -0.0429 -0.0273 -0.0044 -0.0058 -0.450
C 4.9436 -3.9039 -0.3252 -0.0026 0.0092 0.0130 -0.411
C 5.2688 -1.5268 -0.7211 0.0030 0.0169 0.0222 -0.420
H 0.7540 -4.0806 1.5980 0.0123 0.0013 -0.0077 0.221
H 0.6289 -3.0443 0.1865 0.0107 0.0093 -0.0070 0.216
H 0.7565 -2.3423 1.8299 0.0055 0.0149 -0.0196 0.188
H 2.8261 -3.1740 3.1171 -0.0073 -0.0041 -0.0049 0.198
H 4.2838 -3.4835 2.1706 0.0047 -0.0018 -0.0159 0.222
H 3.0565 -4.7513 2.3448 0.0043 -0.0007 0.0017 0.203
H 3.0561 -0.8798 -1.0532 -0.1240 0.0660 -0.0173 0.362
H 4.2144 -4.6282 0.0223 -0.0033 0.0022 0.0091 0.224
H 5.8982 -4.0958 0.1672 0.0000 -0.0099 -0.0032 0.201
H 5.0754 -4.0431 -1.4033 0.0043 -0.0021 0.0006 0.195
H 5.0642 -1.4844 -1.7986 -0.0028 -0.0056 0.0004 0.187
H 6.3255 -1.7558 -0.5903 0.0011 0.0059 -0.0023 0.215
H 5.0774 -0.5491 -0.2817 -0.0041 -0.0017 -0.0069 0.219
O -2.8212 0.1854 0.7840 -0.0257 0.1648 -0.0120 -0.880
Cl -2.5988 -1.1947 1.1607 0.0060 -0.1825 -0.1649 2.526
O -3.7563 -1.8042 1.6833 -0.2339 -0.1060 0.1059 -0.780
O -2.1143 -1.8902 -0.0330 -0.0272 -0.0187 0.0861 -0.910
O -1.5016 -1.2093 2.1198 0.1053 0.0074 0.1596 -0.910
```
Forces are in eV/Å.

Frontier orbital gap, Eh: 0.276
Multiplicity: 1
E_LUMO, eV: 0.03